Record 1
Formula: C6H12O
Source: the OMol25 dataset
Level of theory: ωB97M-V/def2-TZVPD

The geometry in ORCA input format:
```
! wB97M-V def2-TZVPD RIJCOSX def2/J DEFGRID3
* xyz 0 1
C -0.64254 -1.16583 -1.57123
C -0.43320 0.01468 -0.60984
C -0.28367 1.31280 -1.39975
C 0.83678 -0.33054 0.16521
C 0.99663 0.77925 1.62271
C 0.60133 -0.67654 1.59452
O -0.70397 -0.84741 2.10676
H -0.71476 -2.12342 -1.04087
H -1.56811 -1.03081 -2.14384
H 0.19508 -1.23917 -2.27350
H -1.32226 0.09105 0.03389
H -1.14073 1.47148 -2.06367
H 0.62745 1.28393 -2.00879
H -0.21807 2.17852 -0.72926
H 1.36959 0.90860 0.47770
H 1.94962 1.00180 2.10176
H 0.17039 1.44153 1.87485
H 1.30809 -1.36650 2.06307
H -1.02765 -1.70341 1.80029
*
```

Which charges does natural (NBO) predict for the atoms? In e, they are: C -0.590; C -0.310; C -0.602; C -0.163; C -0.521; C 0.011; O -0.714; H 0.202; H 0.209; H 0.216; H 0.197; H 0.211; H 0.210; H 0.201; H 0.312; H 0.245; H 0.241; H 0.176; H 0.471

---

Record 2
Formula: C28H38BN4O7PS3
Source: the OMol25 dataset
Level of theory: ωB97M-V/def2-TZVPD

The geometry in ORCA input format:
```
! wB97M-V def2-TZVPD RIJCOSX def2/J DEFGRID3
* xyz 0 1
C -2.11986 -5.26616 2.61753
C -2.18959 -4.01297 1.61035
C -2.55197 -2.74132 2.46330
C -2.15094 -1.34468 1.82204
C -1.45359 -1.41870 0.43888
C 0.00529 -1.39580 0.36379
C 0.76055 -1.41699 -0.90747
C -0.01592 -1.50569 -2.13057
C -1.46077 -1.55786 -2.05682
N -2.17792 -1.69477 -3.33688
C -2.15030 -3.08890 -3.82071
C -1.70255 -0.75796 -4.30594
C -1.37049 0.73987 -4.01328
O -1.58588 -1.13641 -5.46240
C -2.23863 -1.51854 -0.79454
P -4.07716 -1.64139 -1.02539
C -5.08840 -1.37523 0.51373
C -4.49102 -0.11369 -2.09831
C -5.09007 1.08982 -1.26979
N 2.20884 -1.35235 -0.97038
C 2.81756 -2.68011 -0.67776
O 3.85929 -2.62214 0.31362
N 4.35722 -3.91028 0.47017
O 4.75188 -4.02071 1.57182
C 2.74954 -0.29329 -0.12610
C 2.34345 -0.14716 1.26548
C 2.84132 0.83514 2.20301
N 2.45016 0.92301 3.59776
C 1.27476 1.22479 3.75400
S -0.22220 1.81794 3.74373
C 3.82818 1.80948 1.69758
O 4.39451 2.80349 2.45770
C 3.42429 3.74877 2.96240
C 3.39483 5.10551 2.12908
O 2.24503 5.82458 2.59011
C 1.05629 5.45296 1.87169
C 0.27831 6.80009 1.56240
C 4.24593 1.68611 0.29829
S 5.44470 2.89727 -0.35433
C 3.74965 0.66414 -0.62754
B 4.19794 0.53422 -2.16636
O 3.26580 0.99795 -3.12504
O 5.42143 0.00665 -2.61323
S 1.08099 -1.34385 1.84718
H -2.09086 -4.95537 3.69068
H -1.15034 -5.80875 2.42972
H -2.99341 -5.94665 2.48212
H -3.04562 -4.22371 0.92140
H -1.19133 -3.98255 1.11769
H -1.99933 -2.85055 3.44121
H -3.63735 -2.71609 2.76661
H -2.97533 -0.58090 1.84616
H -1.38268 -0.90190 2.52350
H 0.53712 -1.55937 -3.09410
H -1.20277 -3.35056 -4.36603
H -2.99819 -3.24077 -4.53611
H -2.23706 -3.83665 -2.98490
H -2.26242 1.35332 -4.32718
H -1.08800 0.93142 -2.95005
H -0.54764 1.03484 -4.71866
H -4.91514 -2.21289 1.23072
H -4.90110 -0.40895 1.04172
H -6.18431 -1.41140 0.25340
H -5.16328 -0.44644 -2.93531
H -3.55134 0.26872 -2.58156
H -6.18367 0.91000 -1.09260
H -4.99868 2.01349 -1.91078
H -4.52242 1.29548 -0.33194
H 3.19944 -3.12664 -1.64219
H 1.98524 -3.35033 -0.31452
H 2.38831 3.33421 2.89435
H 3.63290 3.92479 4.04765
H 4.30508 5.67200 2.44275
H 3.40342 4.91770 1.02599
H 1.26093 4.87997 0.92916
H 0.38352 4.79797 2.49832
H 1.06350 7.57162 1.33842
H -0.25287 7.10864 2.50212
H -0.44561 6.65218 0.72660
H 6.66072 2.27251 -0.47812
H 3.22580 0.29675 -3.80332
H 5.58596 -0.79279 -2.07936
*
```

Which charges does Löwdin predict for the atoms? In e, they are: C -0.111; C -0.226; C -0.200; C -0.178; C -0.202; C -0.321; C -0.202; C 0.067; C -0.229; N -0.107; C -0.068; C -0.477; C -0.004; O 0.044; C -0.239; P 0.972; C -0.320; C -0.389; C -0.172; N -0.040; C -0.168; O -0.105; N -0.029; O 0.079; C -0.174; C -0.303; C -0.168; N 0.099; C -0.723; S 0.735; C -0.207; O -0.084; C -0.127; C -0.162; O -0.173; C -0.268; C -0.073; C -0.407; S 0.799; C -0.014; B -0.593; O 0.125; O 0.135; S 1.005; H 0.062; H 0.071; H 0.067; H 0.099; H 0.098; H 0.103; H 0.102; H 0.098; H 0.050; H 0.138; H 0.097; H 0.099; H 0.099; H 0.093; H 0.079; H 0.096; H 0.018; H 0.027; H 0.057; H 0.079; H 0.040; H 0.072; H 0.072; H 0.063; H 0.141; H 0.132; H 0.091; H 0.144; H 0.133; H 0.118; H 0.121; H 0.097; H 0.082; H 0.076; H 0.072; H -0.103; H 0.108; H 0.109

---

Record 3
Formula: C5H11N2O
Source: the OMol25 dataset
Level of theory: ωB97M-V/def2-TZVPD

## Properties
SMILES: C/C=C/C(=[NH2+])N(C)O

The geometry in ORCA input format:
```
! wB97M-V def2-TZVPD RIJCOSX def2/J DEFGRID3
* xyz 1 1
C -1.02381 3.08712 0.23946
C -0.46682 1.96043 -0.47846
C -0.10529 0.74076 0.09145
C 0.43271 -0.35913 -0.57764
N 0.85790 -0.56611 -1.83799
N 0.75086 -1.82601 0.38801
C 0.07292 -2.09542 1.54616
O 0.67362 -2.81080 -0.60520
H -2.03590 3.30833 -0.03462
H -1.09315 2.74552 1.26744
H -0.48050 3.96659 0.04363
H -0.23895 2.14261 -1.59059
H -0.30497 0.70562 1.22904
H 1.35479 0.28089 -2.16673
H 0.98053 -1.33656 -2.55959
H 0.53336 -2.78288 2.17796
H -0.18835 -1.13671 2.09711
H -0.95701 -2.41161 1.34225
H 1.23806 -3.61265 -0.57170
*
```

Which charges does natural (NBO) predict for the atoms? In e, they are: C -0.690; C 0.116; C -0.430; C 0.572; N -0.754; N -0.079; C -0.453; O -0.617; H 0.277; H 0.231; H 0.270; H 0.214; H 0.263; H 0.418; H 0.490; H 0.239; H 0.222; H 0.200; H 0.511

---

Record 4
Formula: C15H23NO2S
Source: the OMol25 dataset
Level of theory: ωB97M-V/def2-TZVPD

## Properties
SMILES: CN(C)CCCC1(S(=O)(=O)c2ccccc2)CCC1

The geometry in ORCA input format:
```
! wB97M-V def2-TZVPD RIJCOSX def2/J DEFGRID3
* xyz 0 1
C 1.50192 -3.83670 -1.27473
N 0.45598 -2.85274 -0.84083
C -0.60355 -2.60200 -1.85844
C 0.11632 -2.88993 0.59036
C -0.38118 -1.53904 1.08856
C 0.61886 -0.39838 0.86631
C 0.31276 0.91915 1.64659
S -1.23087 1.80924 1.18687
O -2.43131 1.01793 1.46316
O -1.36082 3.11672 1.89024
C -1.15945 1.96400 -0.63669
C -1.83820 1.07117 -1.48531
C -1.80508 1.31221 -2.86502
C -1.11401 2.40518 -3.41972
C -0.44992 3.32321 -2.58826
C -0.52846 3.09954 -1.23351
C 0.48598 0.75685 3.14976
C 1.72878 1.61565 3.16858
C 1.54173 1.87610 1.69971
H 1.69236 -3.65612 -2.30606
H 2.44173 -3.64879 -0.73239
H 1.17566 -4.89280 -1.11516
H -0.13739 -2.19023 -2.76290
H -1.36445 -1.91580 -1.50816
H -1.08849 -3.55466 -2.14270
H -0.63492 -3.63792 0.79524
H 1.00369 -3.19785 1.15184
H -0.58657 -1.62968 2.14411
H -1.28454 -1.30355 0.57384
H 1.60139 -0.76460 1.18099
H 0.64701 -0.18895 -0.19581
H -2.35358 0.20257 -1.07154
H -2.28201 0.63044 -3.54847
H -1.04133 2.52647 -4.52686
H 0.11621 4.17411 -2.97901
H -0.13977 3.83135 -0.54464
H -0.32916 1.18867 3.77891
H 0.64284 -0.25298 3.53255
H 1.72412 2.56348 3.73061
H 2.64914 1.06739 3.39884
H 1.32561 2.93859 1.50495
H 2.36295 1.54268 1.09415
*
```

Which charges does natural (NBO) predict for the atoms? In e, they are: C -0.402; N -0.466; C -0.411; C -0.202; C -0.409; C -0.392; C -0.247; S 2.096; O -0.947; O -0.923; C -0.225; C -0.215; C -0.214; C -0.180; C -0.223; C -0.211; C -0.418; C -0.408; C -0.399; H 0.198; H 0.197; H 0.167; H 0.199; H 0.199; H 0.169; H 0.169; H 0.191; H 0.209; H 0.207; H 0.212; H 0.226; H 0.241; H 0.219; H 0.221; H 0.228; H 0.229; H 0.242; H 0.217; H 0.217; H 0.202; H 0.229; H 0.212

---

In the order shown, the computed electronic energy values come out to -8460.238, -92411.009, -10379.464, -32346.211 eV.